Model w:
# C5H11NO2

A cluster of 3 separate species, C5H11NO2 in total (the ωB97M-V functional and the def2-TZVPD basis, the OMol25 dataset).

As for the SMILES: Cc1ccc[nH]1.O.O. Its gap between HOMO and LUMO is 8.829 eV.

Last column: Löwdin charge in e.
Atoms and positions in Å:
C: -1.41 1.51 0.04  -0.05
C: -1.30 0.08 0.11  -0.44
C: -1.16 -0.58 1.24  -0.05
C: -0.97 -1.98 0.80  -0.07
C: -0.86 -2.01 -0.59  -0.10
N: -1.16 -0.70 -1.02  0.08
H: -0.49 1.98 0.04  0.03
H: -2.05 1.90 -0.79  0.09
H: -2.02 1.77 0.99  0.12
H: -1.24 -0.07 2.15  0.09
H: -0.78 -2.68 1.60  0.08
H: -0.50 -2.85 -1.16  0.09
H: -1.28 -0.34 -1.89  0.10
O: 1.84 1.19 1.01  -0.06
H: 1.59 1.02 0.10  0.01
H: 1.94 2.17 1.04  0.06
O: 3.40 0.01 -1.52  -0.01
H: 3.83 0.04 -0.69  0.02
H: 2.61 -0.45 -1.46  -0.02


Model x:
# C5H11NO2

A structure of composition C5H11NO2 (the ωB97M-V functional and the def2-TZVPD basis, the OMol25 dataset).

Its gap between HOMO and LUMO is 8.271 eV.

Last column: Löwdin charge in e.
Atoms and positions in Å:
C: 0.64 1.08 -0.67  -0.04
C: 1.12 -1.95 -1.15  -0.08
C: -1.13 1.91 0.85  -0.07
C: -0.23 -0.85 1.48  0.17
N: -0.32 0.79 0.42  -0.14
C: -0.38 0.08 -1.10  -0.59
O: -0.04 -1.30 -0.65  -0.21
O: -1.26 0.19 -1.95  0.01
H: 0.51 2.05 -1.15  0.13
H: 1.68 0.84 -0.46  0.10
H: 1.34 -2.78 -0.48  0.09
H: 2.01 -1.31 -1.22  0.08
H: 0.91 -2.32 -2.15  0.09
H: -0.52 2.76 1.16  0.08
H: -1.76 1.65 1.71  0.08
H: -1.80 2.21 0.03  0.10
H: 0.52 -0.41 2.13  0.06
H: -1.27 -0.74 1.79  0.07
H: -0.02 -1.91 1.40  0.06


Which structure is the most stable? The one labeled model w.


Model w:
# CH4BNO2

A structure of composition CH4BNO2 (the ωB97M-V functional and the def2-TZVPD basis, the OMol25 dataset).

Its gap between HOMO and LUMO (spin up / spin down) is 8.418 / 8.205 eV.

Last column: Löwdin charge in e.
Atoms and positions in Å:
B: 1.62 -1.64 -0.16  -0.30
C: -1.25 1.72 -0.07  0.00
N: -1.39 0.63 0.47  -0.11
O: -0.92 -0.53 0.49  -0.05
O: 2.03 -0.69 0.51  0.05
H: 1.95 -2.69 -0.80  0.08
H: 0.23 -1.23 -0.28  0.15
H: -1.99 2.41 0.32  0.08
H: -0.29 2.01 -0.48  0.10


Model x:
# CH4BNO2

A structure of composition CH4BNO2 (the ωB97M-V functional and the def2-TZVPD basis, the OMol25 dataset).

Its gap between HOMO and LUMO is 11.006 eV.

Last column: Löwdin charge in e.
Atoms and positions in Å:
B: -0.84 0.79 0.34  -0.03
C: -0.33 -0.67 -0.25  -0.04
N: 1.09 -0.21 0.01  -0.36
O: 2.06 -0.84 -0.38  0.11
O: 1.14 0.84 0.67  0.07
H: -1.56 0.90 1.20  0.01
H: -0.61 1.55 -0.49  0.03
H: -0.55 -1.67 0.17  0.12
H: -0.40 -0.69 -1.28  0.08


Which structure is the most stable? The one labeled model x.


Model w:
# CH4BNO2

The molecule CH4BNO2 (the ωB97M-V functional and the def2-TZVPD basis, the OMol25 dataset).

As for the SMILES: BC[N+](=O)[O-]. Its gap between HOMO and LUMO is 10.263 eV.

Last column: Löwdin charge in e.
Atoms and positions in Å:
B: -0.70 -0.80 -0.82  0.11
C: 0.54 -0.03 -0.25  -0.09
N: 0.19 0.75 0.94  -0.45
O: -0.23 0.17 1.92  0.07
O: 0.27 1.96 0.93  0.08
H: -0.96 -1.81 -0.41  0.02
H: -1.24 -0.26 -1.56  0.00
H: 1.27 -0.73 0.21  0.14
H: 0.85 0.75 -0.97  0.13


Model x:
# CH4BNO2

The molecule CH4BNO2 (the ωB97M-V functional and the def2-TZVPD basis, the OMol25 dataset).

Its gap between HOMO and LUMO is 10.458 eV.

Last column: Löwdin charge in e.
Atoms and positions in Å:
B: 0.36 0.04 0.60  -0.41
C: -0.38 -1.07 -0.24  -0.01
N: 0.57 1.28 -0.11  -0.17
O: 0.98 2.06 -0.92  0.17
O: -0.61 1.38 0.45  0.12
H: 0.96 -0.16 1.66  0.11
H: -1.49 -0.82 -0.02  0.11
H: -0.20 -2.04 -0.13  -0.01
H: -0.18 -0.67 -1.29  0.09


Which structure is the most stable? The one labeled model x.


Model w:
# C3H7N3O2

The molecule C3H7N3O2 (the ωB97M-V functional and the def2-TZVPD basis, the OMol25 dataset).

As for the SMILES: C/C(=N/O)O/C=N\N. Its gap between HOMO and LUMO is 9.111 eV.

Last column: Löwdin charge in e.
Atoms and positions in Å:
C: 2.46 -0.90 -0.14  -0.02
C: 0.98 -0.12 -0.09  -0.41
N: 0.69 1.01 -0.68  -0.05
O: -0.16 1.79 -0.06  -0.06
O: 0.39 -0.32 1.10  0.00
C: -1.05 -0.09 1.03  -0.17
N: -1.99 -0.53 0.21  -0.04
N: -1.58 -1.02 -1.03  -0.03
H: 3.10 -0.24 -0.82  0.04
H: 3.13 -0.58 0.93  0.16
H: 2.53 -1.98 -0.73  0.11
H: -0.31 2.59 -0.77  0.21
H: -1.61 0.27 1.82  0.09
H: -0.57 -0.50 -1.13  0.09
H: -2.22 -0.82 -1.80  0.07


Model x:
# C3H7N3O2

The molecule C3H7N3O2 (the ωB97M-V functional and the def2-TZVPD basis, the OMol25 dataset).

As for the SMILES: N/N=C/NCC(=O)O. Its gap between HOMO and LUMO is 10.440 eV.

Last column: Löwdin charge in e.
Atoms and positions in Å:
N: -2.52 -0.78 -0.17  -0.01
N: -1.15 -0.26 0.08  -0.10
C: -0.89 0.75 -0.63  -0.16
N: 0.33 1.42 -0.08  -0.03
C: 1.35 0.65 0.70  -0.14
C: 1.85 -0.55 -0.05  -0.52
O: 2.94 -0.56 -0.71  0.02
O: 1.03 -1.58 0.01  0.06
H: -3.10 -0.69 0.66  0.06
H: -2.35 -1.80 -0.38  0.09
H: -1.53 1.09 -1.54  0.16
H: 0.83 1.98 -0.97  0.20
H: 1.04 0.21 1.76  0.17
H: 2.05 1.45 0.89  0.11
H: 0.12 -1.32 0.43  0.10


Model y:
# C3H7N3O2

The molecule C3H7N3O2 (the ωB97M-V functional and the def2-TZVPD basis, the OMol25 dataset).

Its gap between HOMO and LUMO is 9.290 eV.

Last column: Löwdin charge in e.
Atoms and positions in Å:
C: -0.09 0.08 0.00  -0.50
C: -2.62 -0.19 -0.45  -0.08
C: -1.50 0.25 0.56  -0.10
N: 3.93 -0.42 0.16  0.08
N: 2.68 -0.05 0.19  -0.14
N: 1.96 0.92 -0.46  0.03
O: 0.35 -0.95 -0.43  0.09
O: 0.72 1.16 0.05  -0.02
H: -2.74 0.35 -1.31  0.02
H: -2.49 -1.23 -0.88  0.09
H: -3.68 -0.21 -0.04  0.09
H: -1.71 1.25 0.79  0.09
H: -1.45 -0.41 1.42  0.12
H: 4.44 0.09 -0.56  0.05
H: 2.20 -0.63 0.94  0.17


Model z:
# C3H7N3O2

A structure of composition C3H7N3O2 (the ωB97M-V functional and the def2-TZVPD basis, the OMol25 dataset).

Its gap between HOMO and LUMO is 8.922 eV.

Last column: Löwdin charge in e.
Atoms and positions in Å:
C: -1.18 1.78 0.06  -0.04
C: -0.77 0.27 0.17  -0.40
C: 1.97 -0.74 -0.16  -0.25
H: -0.99 2.19 1.11  0.07
H: -2.26 2.01 -0.21  0.06
H: -0.51 2.34 -1.00  0.16
H: 0.52 -1.98 0.99  0.12
H: 2.52 -1.74 -0.33  0.13
H: 2.82 0.58 -1.32  0.07
H: -2.61 -1.99 -0.52  0.28
N: 0.88 -1.04 0.81  -0.03
N: 2.35 0.47 -0.37  0.06
N: -1.50 -0.59 -0.31  -0.15
O: 0.22 0.20 1.24  -0.05
O: -1.48 -1.76 -0.16  -0.04


Which structure is the most stable? The one labeled model x.